{
  "formula": "C36H72Cl2NiO25",
  "method": "ωB97M-V with the def2-TZVPD basis set",
  "symbols": ["Ni", "Cl", "Cl", "C", "C", "O", "C", "O", "O", "C", "H", "H", "H", "H", "H", "H", "H", "H", "C", "C", "O", "C", "O", "O", "C", "H", "H", "H", "H", "H", "H", "H", "H", "C", "C", "O", "C", "O", "O", "C", "H", "H", "H", "H", "H", "H", "H", "H", "C", "C", "O", "C", "O", "O", "C", "H", "H", "H", "H", "H", "H", "H", "H", "C", "C", "O", "C", "O", "O", "C", "H", "H", "H", "H", "H", "H", "H", "H", "C", "C", "O", "C", "O", "O", "C", "H", "H", "H", "H", "H", "H", "H", "H", "C", "C", "O", "C", "O", "O", "C", "H", "H", "H", "H", "H", "H", "H", "H", "C", "C", "O", "C", "O", "O", "C", "H", "H", "H", "H", "H", "H", "H", "H", "C", "C", "C", "O", "C", "H", "H", "H", "H", "H", "H", "H", "H"],
  "coordinates": [[2.48365, 14.66892, 15.75054], [2.81962, 13.35209, 17.76206], [2.19897, 16.04767, 13.73284], [-4.02216, 14.50788, 17.51281], [-3.05438, 15.55372, 16.97041], [-1.75750, 15.00514, 16.99351], [-0.68257, 15.66546, 16.51875], [0.47210, 15.15032, 16.39987], [-0.94411, 16.92434, 16.31227], [0.10177, 17.93210, 16.07446], [-3.74009, 14.20569, 18.52138], [-3.95046, 13.68351, 16.80333], [-5.04805, 14.87579, 17.53021], [-3.06609, 16.46984, 17.56090], [-3.27218, 15.67628, 15.90945], [-0.32049, 18.89345, 16.36701], [0.47049, 17.96033, 15.04910], [0.89737, 17.70000, 16.78244], [-0.86120, 11.52811, 18.43901], [-2.34214, 11.43687, 18.70266], [-2.69516, 10.19876, 19.40282], [-3.97406, 9.84219, 19.45820], [-4.96795, 10.43283, 18.99804], [-4.14209, 8.68486, 20.11214], [-3.02419, 7.96041, 20.72827], [-0.28348, 11.23540, 19.31575], [-0.63630, 12.55847, 18.16356], [-0.52085, 10.86221, 17.64603], [-2.79851, 11.40189, 17.71342], [-2.70349, 12.29644, 19.26716], [-3.33322, 7.03620, 21.21656], [-2.70698, 8.65568, 21.50550], [-2.18636, 7.79047, 20.05206], [7.46976, 11.85047, 16.59889], [6.07842, 12.31926, 16.12773], [6.27247, 12.92028, 14.80115], [5.41946, 13.84976, 14.33124], [4.40461, 14.14865, 14.94484], [5.90467, 14.37577, 13.24853], [5.26720, 15.35600, 12.42597], [7.96516, 11.11655, 15.96325], [7.46507, 11.40540, 17.59387], [8.13131, 12.71179, 16.69150], [5.65568, 12.93043, 16.92515], [5.36796, 11.49687, 16.04398], [4.79221, 16.15280, 12.99833], [4.46415, 14.86917, 11.87261], [5.96761, 15.77394, 11.70289], [3.35411, 9.03106, 14.87559], [2.95130, 10.50808, 15.01139], [1.58182, 10.66096, 14.52668], [1.03826, 11.81762, 14.50301], [1.62187, 12.85834, 14.81716], [-0.22513, 11.60689, 14.09423], [-0.97720, 12.73052, 13.99727], [4.31869, 8.74684, 15.29618], [3.38730, 8.63048, 13.86241], [2.61622, 8.45916, 15.43822], [3.63925, 11.11750, 14.42536], [3.03812, 10.88496, 16.03047], [-1.86148, 12.46761, 13.41673], [-0.48034, 13.49708, 13.40262], [-1.21404, 13.18226, 14.96057], [1.56069, 11.85270, 6.62945], [0.20615, 12.13502, 7.24868], [-0.03871, 11.31364, 8.38454], [0.49804, 11.58995, 9.60501], [0.26759, 10.86245, 10.59466], [1.09965, 12.78971, 9.66964], [1.47532, 13.36684, 10.86989], [1.73540, 12.64010, 5.89626], [1.63286, 10.87279, 6.15757], [2.41178, 11.97258, 7.29980], [-0.55027, 11.88585, 6.50448], [0.09306, 13.21481, 7.34549], [0.95009, 12.86256, 11.68101], [1.23816, 14.43053, 10.84959], [2.55613, 13.30694, 10.99779], [2.73808, 16.41657, 20.86951], [4.25217, 16.07303, 20.67426], [5.10395, 17.18745, 20.42431], [5.27427, 18.19448, 21.27737], [5.66666, 19.31682, 20.91288], [5.02835, 17.89221, 22.51799], [4.78369, 18.96241, 23.42955], [2.16125, 15.49304, 20.91919], [2.42414, 17.02081, 20.01838], [2.59191, 16.97424, 21.79458], [4.43097, 15.26924, 19.96008], [4.54814, 15.67647, 21.64546], [4.51964, 18.62372, 24.43138], [4.05407, 19.71555, 23.13199], [5.63292, 19.61388, 23.63569], [6.52035, 15.78905, 17.16546], [5.97177, 16.93311, 16.27843], [5.05955, 17.78757, 16.95680], [3.75762, 17.47920, 17.05309], [3.21731, 16.43206, 16.74890], [3.00947, 18.59695, 17.52475], [3.54962, 19.87930, 17.91208], [7.36216, 15.24301, 16.73967], [5.76719, 15.01370, 17.30573], [6.85699, 16.15543, 18.13528], [5.55946, 16.50766, 15.36350], [6.83017, 17.51235, 15.93822], [4.40141, 20.22408, 17.32584], [3.86582, 19.91300, 18.95466], [2.74367, 20.58487, 17.71026], [4.61263, 20.01276, 14.41037], [5.19368, 19.23841, 13.16138], [5.80372, 20.27262, 12.36642], [6.48869, 20.09888, 11.23212], [6.55199, 18.95155, 10.68600], [6.95092, 21.29822, 10.81680], [7.63586, 21.44388, 9.60909], [4.18301, 20.96093, 14.08709], [5.42796, 20.12943, 15.12432], [3.82759, 19.39213, 14.84238], [4.39591, 18.83365, 12.53861], [5.92677, 18.45222, 13.34190], [7.36637, 20.75268, 8.81051], [8.71639, 21.47381, 9.74935], [7.22963, 22.38775, 9.24553], [-1.62400, 16.25009, 13.06116], [-1.74885, 15.58924, 11.77122], [-2.22313, 16.64114, 10.81982], [-2.51263, 17.70693, 11.70133], [-1.59982, 17.69887, 12.74737], [-0.68868, 15.93647, 13.52475], [-2.47126, 15.95882, 13.68197], [-2.43694, 14.74996, 11.87245], [-0.78275, 15.27729, 11.37445], [-3.13426, 16.26340, 10.35589], [-1.50613, 16.95478, 10.06111], [-1.93397, 18.30914, 13.58643], [-0.63291, 18.09246, 12.43389]],
  "atomic_forces_ev_per_a": [[-0.3176, -0.1821, -0.0808], [0.0767, 0.4330, -0.5800], [-0.1424, -0.2860, 0.4824], [0.6606, 0.1815, -0.3190], [-1.0121, 0.2406, -0.1639], [2.6186, -1.1165, -0.2577], [3.1415, -0.9402, 0.3117], [-3.9600, 0.9669, 0.4885], [-0.4585, 1.2387, -0.5769], [0.2073, -0.6396, 0.8644], [-0.0545, -0.1284, -0.1102], [-0.2620, -0.3599, 0.3964], [0.1109, 0.0978, -0.0791], [-0.1074, 0.1518, -0.3470], [-0.3336, 0.7813, 0.1122], [-0.3189, -0.2402, -0.1463], [-0.1831, -0.4298, 0.0699], [0.1590, 0.0462, -0.3703], [0.2997, -0.4507, 0.6041], [-0.2660, -0.4182, -0.7252], [0.4311, 0.5720, -0.2431], [-2.4048, 0.7407, -0.7272], [2.9479, -1.1358, 1.0217], [0.1117, -1.1213, -0.0547], [0.0763, 1.7469, 0.2760], [0.0690, 0.3334, 0.1412], [0.1924, -0.0470, 0.0086], [-0.2276, 0.0356, -0.1540], [-0.5999, 0.1496, 0.2528], [-0.1170, -0.2370, 0.0594], [-0.5886, 0.1948, -0.5113], [0.4792, -0.3263, 0.1668], [-0.2953, -0.0025, -0.1734], [-0.0377, 0.1972, -0.1290], [0.6420, -0.8395, 0.2750], [-0.1289, 0.4064, 0.1443], [-0.5481, -0.3528, 2.0764], [0.3356, 0.0677, -0.6558], [1.1663, -0.1761, -0.5703], [-1.2668, 0.1782, -0.1694], [-0.2464, 0.1190, -0.3074], [-0.5214, 0.0156, 0.0591], [0.0182, 0.0934, -0.1817], [-0.1272, 0.7328, -0.6914], [0.1393, -0.0823, -0.2930], [0.1556, -0.1552, 0.2057], [-0.0204, 0.0047, 0.0329], [0.3583, -0.3151, 0.4196], [-0.8112, -0.1753, 0.3954], [0.8318, -0.2220, -0.4648], [1.8286, -2.3490, 0.2996], [0.3958, 1.3083, 0.5566], [-1.4328, -0.7417, -0.7671], [2.0940, -0.7620, 0.7042], [-1.6516, 2.4506, -1.0012], [0.1068, 0.6671, 0.2552], [-0.3239, 0.4345, -0.1595], [-0.0361, -0.2345, -0.0936], [-0.3139, 0.2567, -0.2840], [-0.3625, -0.1200, 0.1006], [-0.1950, -0.0475, 0.3821], [0.2267, 0.1571, 0.0588], [-0.1652, -0.1689, 0.1259], [0.4415, 0.4221, -0.1911], [0.6509, 0.0462, -1.0839], [0.4677, 0.2965, 1.3035], [-1.7791, -1.0875, 2.6671], [1.0384, 1.9636, -3.1061], [-0.4935, -0.8894, -2.5602], [0.3378, 0.2506, 1.5188], [-0.0599, -0.1801, -0.4153], [-0.1181, 0.0601, 0.0252], [-0.2361, -0.1339, 0.4187], [-0.1785, -0.4110, 0.2884], [-0.0156, -0.0514, 1.0268], [0.2089, 0.1679, 0.1573], [-0.2054, -0.1178, -0.0732], [0.0127, -0.2749, 0.1133], [1.3076, 0.1951, -0.7881], [-1.1850, -0.6939, 2.3967], [0.1705, 0.6134, -1.0416], [1.0292, 2.9202, -1.9117], [-0.9595, -2.5645, 0.5330], [-1.0025, -0.4498, 1.8915], [0.5283, 1.5227, 1.0055], [0.0729, 0.0399, -0.1475], [-0.3499, -0.0530, 0.0036], [0.0391, 0.0329, -0.0529], [0.0158, 0.6140, -0.4659], [0.2399, -0.2999, 0.0078], [-0.2291, -0.8439, -0.4717], [-0.4475, -0.6327, -0.6553], [0.6654, -0.4532, -0.5376], [-0.6020, 0.0224, 0.0836], [1.3071, -1.7612, -0.1884], [-1.0497, 0.3012, 0.1953], [-0.3232, 1.5629, 0.1909], [0.6951, 1.6967, 0.6265], [1.0568, -2.5712, -0.7881], [0.4283, 0.1627, -0.3062], [0.1308, 0.4139, -0.4823], [-0.2903, 0.2263, 0.2513], [-0.1617, 0.1349, 0.0143], [-0.5874, 0.0801, 0.1329], [-0.2998, 0.6210, 0.3367], [0.0143, -0.4889, -0.2227], [-0.2206, -0.3220, 0.0359], [-0.0721, -0.1478, 0.2424], [0.8078, -1.5570, -1.1647], [-0.7553, 0.9640, -0.3861], [1.0781, 1.6664, -0.2714], [-0.9408, -4.0756, -0.8840], [0.4950, 4.2670, 1.2287], [-0.8700, -1.7601, 1.5942], [-0.2329, 0.5863, -1.4546], [0.1977, -0.0781, 0.0384], [-0.2161, 0.3344, 0.0882], [0.0072, 0.0285, 0.1261], [-0.1109, -0.2577, 0.2232], [-0.0577, 0.0809, 0.3660], [0.0177, -0.6004, 0.4911], [-0.1266, 0.0071, 0.0696], [0.6448, 0.2907, -0.0779], [1.6876, -0.5730, 2.5832], [0.9495, -1.9274, -1.8732], [-1.0610, 0.1867, 0.4046], [-1.6902, 2.1559, -1.4888], [-0.1827, 0.0837, 0.4241], [-0.0350, -0.1009, 0.4961], [0.0124, 0.4093, 0.2845], [0.1944, -0.1618, -0.4893], [0.0544, -0.6498, 0.3734], [-0.1468, 0.6918, -0.3013], [0.1640, -0.1110, -0.0406], [-0.3184, 0.1703, -0.2079], [0.3986, -0.2057, -0.0880]],
  "multiplicity": 3,
  "gap_ev": [9.5055, 9.4287],
  "e_homo_ha": [-0.32951, -0.32739]
}